25
Properties=species:S:1:pos:R:3:nbo_charge:R:1 method="wB97M-V/def2-TZVPD" gap_ev=10.0 total_charge=+1 lumo_energy_ev=-3.41 energy_ev=-9470.6642 smiles=CCCCNCC[NH3+] homo_ha=-0.4936
H -2.849 -1.203 2.048 0.2273
H 2.758 3.012 -0.763 0.2343
H -1.638 -1.729 -0.543 0.4505
C 0.781 -0.451 -0.026 -0.2355
H 2.385 1.632 -2.437 0.2312
H -1.231 0.484 2.411 0.2463
C 1.684 1.406 -1.640 -0.4198
H -3.176 -2.269 0.049 0.4480
H -0.004 -0.631 2.236 0.2153
N -2.462 -1.546 0.032 -0.6802
H -2.751 -0.605 -0.280 0.4581
C -1.926 -1.386 1.463 -0.2230
H 0.739 -1.535 -0.025 0.1921
H 1.427 2.325 0.333 0.1795
H 0.500 -0.324 -2.186 0.2015
H 2.980 1.510 0.107 0.2035
H 1.596 -0.106 0.663 0.1949
H -0.355 1.190 0.306 0.3940
N -0.464 0.192 0.348 -0.6793
C 2.243 2.147 -0.395 -0.6028
C -0.918 -0.244 1.653 -0.2716
H -1.588 -2.395 1.704 0.2256
C 1.268 -0.035 -1.433 -0.4197
H 0.845 2.023 -1.983 0.1988
H 2.017 -0.747 -1.787 0.2311